Molecular formula: C18H12BBr4F4N4O2Pb
Method: DFT, the ωB97M-V functional and the def2-TZVPD basis

Gap between HOMO and LUMO ... 7.4 eV
M ... 929.9 Da
LUMO energy ... 2.34 eV
Largest force on an atom ... 0.0077 hartree/bohr
Charge ... -1
Electronic energy ... -11976.2899 Eh
Relative energy (zero: lowest compared OMol25 entry of this formula, charge and spin) ... 3.4 kcal per mole

XYZ file:
```
46
Properties=species:S:1:pos:R:3:forces:R:3
Pb 1.056162 0.370602 -0.853817 0.3 0.2 0.0
N -1.110489 2.682473 1.142350 -0.1 0.3 -0.2
C -0.766874 2.423272 2.436800 0.0 -0.2 0.1
C -0.845227 3.377751 3.429183 0.0 0.0 0.0
C -0.461720 3.092045 4.751010 0.0 0.0 0.0
C 0.002388 1.857313 5.106239 0.0 0.0 -0.1
C 0.098534 0.849846 4.115677 0.0 0.0 0.1
C 0.566155 -0.457599 4.400208 0.0 0.0 0.0
C 0.632337 -1.387572 3.410436 0.0 0.1 0.0
C 0.238050 -1.009371 2.107977 0.1 0.0 0.1
N -0.181747 0.188899 1.794904 0.0 0.0 0.1
C -0.271553 1.123146 2.787267 0.0 0.0 -0.2
H -1.650620 3.514601 0.967681 0.1 -0.1 0.0
H -1.281817 1.928835 0.489579 0.0 -0.1 0.0
H -1.214302 4.364276 3.177020 0.0 0.0 0.0
H -0.539616 3.874547 5.495296 0.0 0.0 0.0
H 0.298856 1.634532 6.122066 0.0 0.0 0.0
H 0.883790 -0.691795 5.408776 0.0 0.0 0.0
H 1.015335 -2.383175 3.574215 0.0 0.0 0.0
H 0.325282 -1.733380 1.307854 0.0 0.0 0.0
Br -2.335204 1.860941 -7.021132 0.0 0.0 0.0
C -1.955966 1.583208 -5.189990 0.0 0.0 -0.1
C -2.934133 1.776704 -4.230700 0.0 0.0 0.0
Br -4.671631 2.340919 -4.711865 0.0 0.0 0.0
C -2.624194 1.553640 -2.883028 -0.1 0.0 0.0
Br -3.897486 1.796967 -1.503708 0.0 0.0 0.0
C -1.363164 1.144595 -2.484422 0.1 0.0 0.0
O -1.049572 0.916551 -1.222851 -0.2 -0.1 0.1
C -0.341356 0.966815 -3.469294 -0.2 -0.1 0.0
O 0.844848 0.596395 -3.068773 0.2 0.1 -0.1
C -0.673307 1.176580 -4.804384 0.1 0.0 0.0
Br 0.712182 0.888888 -6.056056 0.0 0.0 0.0
N 1.655360 -2.919872 -1.594040 -0.1 -0.1 0.1
C 1.294382 -3.935830 -2.383708 0.0 0.0 0.0
C 0.011628 -3.686726 -2.825366 0.0 0.0 0.0
C -0.329834 -2.470592 -2.227653 0.0 0.1 0.0
N 0.665194 -2.022803 -1.472481 0.1 0.0 0.1
H 2.510163 -2.851844 -1.042894 0.1 0.1 0.1
H 1.968950 -4.751568 -2.566589 0.0 -0.1 0.0
H -0.581969 -4.285983 -3.489309 0.0 0.0 0.0
H -1.229730 -1.886433 -2.319539 -0.1 0.0 0.0
F 2.354370 -2.927512 1.526787 -0.3 -0.2 0.1
B 3.523505 -2.280516 1.113123 -0.1 0.0 -0.2
F 4.455447 -2.240771 2.115932 0.3 0.0 0.2
F 4.004540 -2.981946 -0.024504 0.2 -0.2 -0.3
F 3.194072 -0.979037 0.665713 -0.1 0.2 0.0
```
Positions in Å, forces in eV/Å.

Which charges does natural (NBO) predict for the atoms? In e, they are:
1. Pb 1.52
2. N -0.81
3. C 0.20
4. C -0.31
5. C -0.18
6. C -0.26
7. C -0.09
8. C -0.13
9. C -0.25
10. C 0.07
11. N -0.49
12. C 0.17
13. H 0.38
14. H 0.44
15. H 0.20
16. H 0.20
17. H 0.20
18. H 0.21
19. H 0.24
20. H 0.21
21. Br 0.06
22. C -0.16
23. C -0.18
24. Br 0.06
25. C -0.17
26. Br 0.05
27. C 0.23
28. O -0.89
29. C 0.33
30. O -0.87
31. C -0.21
32. Br 0.06
33. N -0.32
34. C -0.02
35. C -0.35
36. C -0.01
37. N -0.36
38. H 0.46
39. H 0.22
40. H 0.23
41. H 0.23
42. F -0.58
43. B 1.34
44. F -0.55
45. F -0.58
46. F -0.58